An isolated ion of composition CHClNO2 and charge -1, computed with the ωB97M-V functional and the def2-TZVPD basis.

XYZ file:
```
6
CHClNO2 | the OMol25 dataset | the ωB97M-V functional and the def2-TZVPD basis
C 0.140 -1.655 -0.038
H 0.038 0.427 0.022
N -0.505 -0.351 -0.339
O 1.358 -1.497 0.033
Cl -2.171 -0.104 0.035
O -0.590 -2.628 0.036
```

LUMO energy   3.88 eV
Total charge   -1
Frontier orbital gap   8.4 eV
Energy relative to the best compared isomer or geometry (same formula, charge and spin)   0.000 eV

Atomic partial charges in e from the natural (NBO) method, atoms 1 to 4:
1. C 0.85
2. H 0.37
3. N -0.71
4. O -0.77